No. 1
Computed, not measured: a structure of composition C29H42N5O2PdSSi2, with the ωB97M-V functional and the def2-TZVPD basis.

CARTESIAN COORDINATES (ANGSTROEM)
1 Pd 0.05 -0.66 0.25
2 C 0.39 1.97 2.88
3 Si -0.63 0.43 3.21
4 C -0.73 0.15 5.06
5 C -2.40 0.75 2.62
6 C 0.02 -1.09 2.31
7 C -1.16 -1.98 2.06
8 C -1.87 -2.86 2.86
9 C -2.96 -3.52 2.31
10 C -3.30 -3.31 0.97
11 C -2.55 -2.43 0.22
12 N -1.53 -1.78 0.78
13 Si 1.54 -2.00 2.98
14 C 1.06 -3.32 4.23
15 C 2.72 -0.86 3.90
16 C 2.42 -2.87 1.58
17 H -0.10 2.84 3.31
18 H 0.52 2.15 1.81
19 H 1.38 1.90 3.34
20 H -1.20 1.01 5.55
21 H 0.25 0.01 5.51
22 H -1.33 -0.73 5.29
23 H -2.72 1.76 2.90
24 H -3.09 0.05 3.10
25 H -2.50 0.62 1.54
26 H -1.59 -3.01 3.89
27 H -3.54 -4.20 2.91
28 H -4.13 -3.83 0.52
29 H -2.75 -2.23 -0.82
30 H 0.48 -2.91 5.06
31 H 1.98 -3.74 4.66
32 H 0.51 -4.14 3.79
33 H 2.37 -0.71 4.93
34 H 2.88 0.12 3.46
35 H 3.70 -1.35 3.97
36 H 1.72 -3.48 1.00
37 H 3.19 -3.54 1.98
38 H 2.91 -2.19 0.88
39 O -2.42 0.11 -1.82
40 S -1.38 -0.49 -2.68
41 O -1.71 -1.81 -3.14
42 N -0.05 -0.37 -1.84
43 C 1.23 -0.52 -2.39
44 C 1.57 -0.93 -3.65
45 C 2.92 -0.90 -4.08
46 C 3.91 -0.46 -3.25
47 C 3.60 -0.07 -1.93
48 C 4.57 0.39 -1.00
49 C 4.18 0.74 0.26
50 C 2.84 0.58 0.63
51 N 1.92 0.14 -0.20
52 C 2.27 -0.14 -1.49
53 C -1.21 0.55 -4.11
54 C -0.42 1.69 -4.07
55 C -0.35 2.49 -5.20
56 C -1.06 2.14 -6.35
57 C -1.84 1.00 -6.37
58 C -1.91 0.19 -5.25
59 H 0.81 -1.28 -4.34
60 H 3.15 -1.23 -5.08
61 H 4.94 -0.42 -3.59
62 H 5.60 0.47 -1.31
63 H 4.89 1.11 0.99
64 H 2.51 0.80 1.64
65 H 0.16 1.94 -3.19
66 H 0.28 3.37 -5.20
67 H -0.99 2.77 -7.23
68 H -2.38 0.72 -7.27
69 H -2.50 -0.73 -5.25
70 N -3.31 2.30 -0.67
71 C -2.14 3.05 -0.10
72 C -1.14 3.45 -1.20
73 N 0.18 2.87 -1.08
74 H -3.94 2.00 0.06
75 H -2.97 1.44 -1.20
76 H -3.83 2.89 -1.32
77 H -1.66 2.37 0.60
78 H -2.53 3.90 0.46
79 H -1.05 4.54 -1.24
80 H -1.56 3.16 -2.17
81 H 0.10 1.88 -0.88
82 H 0.70 3.30 -0.32

- Net charge: +1
- ΔE to the lowest compared entry with this formula, charge and spin: 0.0 kJ/mol
- HOMO energy: -10.38 eV
- Gap between HOMO and LUMO: 0.288 Ha
- Total energy: -72368.434 eV

Want to see where the charge sits? The Löwdin charges in e are: atom 1 (Pd): 0.938, atom 2 (C): -0.174, atom 3 (Si): 0.447, atom 4 (C): -0.160, atom 5 (C): -0.173, atom 6 (C): -0.425, atom 7 (C): -0.401, atom 8 (C): -0.018, atom 9 (C): -0.032, atom 10 (C): -0.038, atom 11 (C): -0.082, atom 12 (N): -0.035, atom 13 (Si): 0.457, atom 14 (C): -0.175, atom 15 (C): -0.165, atom 16 (C): -0.171, atom 17 (H): 0.041, atom 18 (H): -0.006, atom 19 (H): 0.026, atom 20 (H): 0.040, atom 21 (H): 0.024, atom 22 (H): 0.033, atom 23 (H): 0.038, atom 24 (H): 0.043, atom 25 (H): -0.004, atom 26 (H): 0.105, atom 27 (H): 0.117, atom 28 (H): 0.112, atom 29 (H): 0.094, atom 30 (H): 0.031, atom 31 (H): 0.042, atom 32 (H): 0.034, atom 33 (H): 0.029, atom 34 (H): 0.000, atom 35 (H): 0.043, atom 36 (H): 0.036, atom 37 (H): 0.039, atom 38 (H): 0.009, atom 39 (O): -0.365, atom 40 (S): 0.611, atom 41 (O): -0.281, atom 42 (N): -0.244, atom 43 (C): -0.270, atom 44 (C): -0.004, atom 45 (C): -0.048, atom 46 (C): -0.029, atom 47 (C): -0.144, atom 48 (C): 0.018, atom 49 (C): -0.022, atom 50 (C): -0.122, atom 51 (N): -0.007, atom 52 (C): -0.154, atom 53 (C): -0.290, atom 54 (C): -0.081, atom 55 (C): -0.057, atom 56 (C): -0.063, atom 57 (C): -0.058, atom 58 (C): -0.050, atom 59 (H): 0.115, atom 60 (H): 0.115, atom 61 (H): 0.117, atom 62 (H): 0.128, atom 63 (H): 0.116, atom 64 (H): 0.072, atom 65 (H): 0.085, atom 66 (H): 0.113, atom 67 (H): 0.111, atom 68 (H): 0.112, atom 69 (H): 0.118, atom 70 (N): 0.166, atom 71 (C): -0.130, atom 72 (C): -0.239, atom 73 (N): 0.019, atom 74 (H): 0.156, atom 75 (H): 0.075, atom 76 (H): 0.165, atom 77 (H): 0.083, atom 78 (H): 0.129, atom 79 (H): 0.122, atom 80 (H): 0.100, atom 81 (H): 0.020, atom 82 (H): 0.076

No. 2
Computed, not measured: a cluster of 6 separate species, C29H42N6O3 in total at a distorted geometry, with the ωB97M-V functional and the def2-TZVPD basis.

CARTESIAN COORDINATES (ANGSTROEM)
1 C -0.54 5.27 -4.34
2 C -1.61 4.19 -4.36
3 C -2.80 4.39 -3.46
4 N -1.55 3.12 -5.06
5 C -0.35 2.31 -4.84
6 C -0.64 0.85 -5.21
7 C -1.90 0.21 -4.57
8 C -2.20 0.65 -3.13
9 C -3.02 -0.43 -2.36
10 O -2.46 -0.61 -1.05
11 O 0.19 2.50 -3.52
12 C 1.35 1.87 -3.31
13 O 1.64 1.55 -2.23
14 H -0.09 5.27 -3.34
15 H -1.07 6.22 -4.44
16 H 0.22 5.11 -5.11
17 H -2.63 3.83 -2.53
18 H -3.66 3.91 -3.95
19 H -3.04 5.44 -3.27
20 H 0.42 2.67 -5.56
21 H -0.80 0.86 -6.30
22 H 0.22 0.19 -5.06
23 H -1.71 -0.87 -4.53
24 H -2.79 0.32 -5.19
25 H -1.25 0.71 -2.58
26 H -2.76 1.58 -3.09
27 H -2.92 -1.41 -2.83
28 H -4.07 -0.14 -2.30
29 H -2.32 0.26 -0.65
30 H 2.03 1.61 -4.14
31 C 1.25 1.59 0.65
32 C 0.56 1.99 1.82
33 C 1.32 1.61 2.90
34 N 2.44 0.98 2.41
35 C 2.41 0.97 1.04
36 H 0.94 1.73 -0.37
37 H -0.39 2.50 1.88
38 H 1.16 1.72 3.96
39 H 3.18 0.60 2.98
40 H 3.21 0.53 0.47
41 C 2.80 -2.96 6.18
42 C 3.30 -1.76 6.77
43 C 3.07 -0.75 5.88
44 N 2.46 -1.28 4.77
45 C 2.29 -2.63 4.95
46 H 2.82 -3.95 6.61
47 H 3.77 -1.66 7.73
48 H 3.29 0.31 5.93
49 H 2.18 -0.77 3.96
50 H 1.83 -3.23 4.20
51 C -5.18 2.54 2.89
52 C -4.77 3.49 1.92
53 C -4.21 2.80 0.88
54 N -4.27 1.47 1.18
55 C -4.87 1.30 2.40
56 H -5.66 2.74 3.84
57 H -4.87 4.56 1.99
58 H -3.78 3.14 -0.05
59 H -3.94 0.72 0.60
60 H -5.01 0.32 2.82
61 C -0.28 -6.59 6.49
62 C 0.96 -6.87 5.86
63 C 0.94 -6.25 4.64
64 N -0.26 -5.61 4.51
65 C -1.01 -5.81 5.64
66 H -0.60 -6.93 7.46
67 H 1.77 -7.46 6.25
68 H 1.68 -6.20 3.86
69 H -0.55 -5.07 3.71
70 H -1.99 -5.38 5.73
71 C 3.40 -0.95 -3.26
72 C 4.70 -0.75 -3.81
73 C 5.28 -1.98 -3.93
74 N 4.40 -2.92 -3.47
75 C 3.25 -2.30 -3.06
76 H 2.67 -0.19 -3.03
77 H 5.15 0.19 -4.08
78 H 6.25 -2.27 -4.29
79 H 4.57 -3.91 -3.43
80 H 2.42 -2.87 -2.67

- ΔE to the lowest compared entry with this formula, charge and spin: 118.2 kJ/mol
- SMILES: CC(C)=N[C@H](CCCCO)OC=O.c1cc[nH]c1.c1cc[nH]c1.c1cc[nH]c1.c1cc[nH]c1.c1cc[nH]c1
- HOMO energy: -8.15 eV
- Gap between HOMO and LUMO: 0.316 Ha
- Total energy: -45833.669 eV

Want to see where the charge sits? The Löwdin charges in e are: atom 1 (C): -0.020, atom 2 (C): -0.376, atom 3 (C): -0.029, atom 4 (N): 0.119, atom 5 (C): -0.355, atom 6 (C): -0.125, atom 7 (C): -0.179, atom 8 (C): -0.164, atom 9 (C): -0.236, atom 10 (O): -0.091, atom 11 (O): 0.010, atom 12 (C): -0.364, atom 13 (O): 0.092, atom 14 (H): 0.093, atom 15 (H): 0.084, atom 16 (H): 0.081, atom 17 (H): 0.076, atom 18 (H): 0.089, atom 19 (H): 0.076, atom 20 (H): 0.147, atom 21 (H): 0.120, atom 22 (H): 0.113, atom 23 (H): 0.105, atom 24 (H): 0.113, atom 25 (H): 0.110, atom 26 (H): 0.089, atom 27 (H): 0.111, atom 28 (H): 0.113, atom 29 (H): 0.061, atom 30 (H): 0.159, atom 31 (C): -0.102, atom 32 (C): -0.101, atom 33 (C): -0.152, atom 34 (N): -0.018, atom 35 (C): -0.122, atom 36 (H): 0.056, atom 37 (H): 0.087, atom 38 (H): 0.106, atom 39 (H): 0.126, atom 40 (H): 0.110, atom 41 (C): -0.106, atom 42 (C): -0.111, atom 43 (C): -0.148, atom 44 (N): 0.004, atom 45 (C): -0.138, atom 46 (H): 0.089, atom 47 (H): 0.089, atom 48 (H): 0.103, atom 49 (H): 0.101, atom 50 (H): 0.095, atom 51 (C): -0.112, atom 52 (C): -0.113, atom 53 (C): -0.146, atom 54 (N): 0.009, atom 55 (C): -0.137, atom 56 (H): 0.090, atom 57 (H): 0.089, atom 58 (H): 0.094, atom 59 (H): 0.118, atom 60 (H): 0.107, atom 61 (C): -0.112, atom 62 (C): -0.116, atom 63 (C): -0.157, atom 64 (N): 0.002, atom 65 (C): -0.141, atom 66 (H): 0.089, atom 67 (H): 0.089, atom 68 (H): 0.105, atom 69 (H): 0.142, atom 70 (H): 0.104, atom 71 (C): -0.104, atom 72 (C): -0.107, atom 73 (C): -0.145, atom 74 (N): -0.001, atom 75 (C): -0.133, atom 76 (H): 0.052, atom 77 (H): 0.089, atom 78 (H): 0.104, atom 79 (H): 0.143, atom 80 (H): 0.106